This record from the OMol25 dataset describes the ion C7H11N4 with charge +1 in a non-equilibrium geometry. The level of theory is the ωB97M-V functional and the def2-TZVPD basis.

Each line ends with the Löwdin charge.
CARTESIAN COORDINATES (ANGSTROEM)
1 C 0.329 1.213 1.494  0.025
2 C 0.730 -2.042 0.291  -0.198
3 C 1.360 1.121 0.749  0.069
4 C 1.737 0.152 -0.191  -0.294
5 C -1.014 0.075 1.240  -0.087
6 C 2.755 0.555 -1.274  0.009
7 C -2.387 0.981 -0.544  0.032
8 N -0.518 -2.120 -0.126  0.051
9 N 1.623 -1.128 0.062  0.167
10 N -1.555 -0.068 0.011  -0.150
11 N -1.260 -1.191 -0.664  0.057
12 H 0.200 1.505 2.545  0.114
13 H 1.203 -2.993 0.808  0.184
14 H -0.488 -0.753 1.710  0.116
15 H -1.844 0.372 1.910  0.146
16 H 2.352 1.398 -1.849  0.099
17 H 2.941 -0.267 -1.862  0.051
18 H 3.630 0.850 -0.659  0.112
19 H -3.331 1.128 -0.053  0.103
20 H -1.882 1.864 -0.511  0.070
21 H -2.829 0.687 -1.536  0.129
22 H -1.752 -1.337 -1.550  0.195

Properties
Highest occupied orbital energy (spin up / spin down) ... -0.450 / -0.474 Ha
Total charge ... +1
Structure (SMILES) ... CC1=C=CCN(C)/[NH+]=N\C=N/1
Gap between HOMO and LUMO (spin up / spin down) ... 6.466 / 7.917 eV
Strongest force on any atom ... 4.0 eV/Å
E ... -491.83071 a.u.
ΔE to the lowest compared entry with this formula, charge and spin ... 201.7 kcal/mol

---

This record from the OMol25 dataset describes an isolated molecule of C12H11NO3S4 in a non-equilibrium geometry. The level of theory is the ωB97M-V functional and the def2-TZVPD basis.

Each line ends with the Löwdin charge.
CARTESIAN COORDINATES (ANGSTROEM)
1 O -0.640 -0.218 1.254  0.117
2 O 1.640 -3.184 3.531  -0.317
3 O 3.685 -3.631 2.215  -0.328
4 S 1.945 -1.170 -2.928  0.650
5 S -0.982 4.174 -2.132  0.981
6 S 0.032 0.935 -2.231  1.004
7 C -0.230 -0.057 0.130  -0.476
8 C 0.937 -0.490 -1.801  -1.064
9 C -2.239 5.442 -2.110  -0.372
10 C -3.208 5.237 -1.153  -0.166
11 C -2.935 4.048 -0.394  -0.125
12 C -1.808 3.356 -0.784  -0.501
13 C -1.382 2.114 -0.117  -0.042
14 C -0.648 1.068 -0.636  -0.436
15 N 0.724 -0.853 -0.485  -0.036
16 C 0.416 -3.127 0.321  -0.146
17 C 1.403 -1.975 0.145  -0.333
18 C 1.293 -4.147 1.023  -0.218
19 C 2.144 -1.639 1.433  -0.154
20 S 2.278 -3.232 2.222  0.702
21 H -2.289 6.251 -2.852  0.073
22 H -4.075 5.872 -0.954  0.108
23 H -3.546 3.729 0.414  0.105
24 H -1.703 1.977 0.897  0.122
25 H -0.422 -2.908 1.021  0.137
26 H -0.024 -3.522 -0.592  0.131
27 H 2.216 -2.318 -0.527  0.122
28 H 0.680 -4.887 1.508  0.107
29 H 1.949 -4.610 0.299  0.110
30 H 1.630 -0.905 2.101  0.128
31 H 3.159 -1.330 1.186  0.114

Properties
Highest occupied orbital energy ... -0.315 Ha
Structure (SMILES) ... O=C1/C(=C/c2cccs2)SC(=S)N1[C@@H]1CCS(=O)(=O)C1
Gap between HOMO and LUMO ... 7.302 eV
Strongest force on any atom ... 3.3 eV/Å
E ... -2337.07545 a.u.
ΔE to the lowest compared entry with this formula, charge and spin ... 0.0 kcal/mol

---

This record from the OMol25 dataset describes a cluster of 2 separate species, C22H21F3O3 in total in a non-equilibrium geometry. The level of theory is the ωB97M-V functional and the def2-TZVPD basis.

Each line ends with the Löwdin charge.
CARTESIAN COORDINATES (ANGSTROEM)
1 C -1.029 -3.701 -2.685  -0.086
2 C 0.217 -3.235 -1.981  -0.254
3 O -0.090 -3.031 -0.593  -0.052
4 C 0.967 -2.495 0.077  -0.498
5 C 0.620 -2.288 1.491  -0.132
6 C 1.663 -1.878 2.405  -0.428
7 O 2.808 -1.615 2.060  -0.011
8 C 1.283 -1.740 3.902  -0.132
9 C -0.028 -2.397 4.302  -0.221
10 C -1.132 -2.090 3.288  -0.212
11 C -0.753 -2.615 1.897  -0.224
12 O 2.010 -2.217 -0.493  0.028
13 H -0.793 -3.855 -3.738  0.071
14 H -1.394 -4.649 -2.281  0.077
15 H -1.828 -2.955 -2.630  0.071
16 H 1.009 -3.992 -2.058  0.128
17 H 0.575 -2.296 -2.422  0.115
18 H 2.103 -2.142 4.512  0.111
19 H 1.227 -0.660 4.118  0.111
20 H 0.119 -3.482 4.369  0.114
21 H -0.328 -2.044 5.296  0.100
22 H -2.082 -2.543 3.597  0.100
23 H -1.280 -1.003 3.221  0.103
24 H -1.458 -2.207 1.154  0.098
25 H -0.896 -3.715 1.878  0.117
26 F 3.315 4.645 -2.735  0.054
27 C 2.938 3.515 -2.039  -0.205
28 C 3.942 2.642 -1.628  0.135
29 C 3.518 1.507 -0.931  -0.185
30 F 4.471 0.617 -0.506  0.092
31 C 2.191 1.240 -0.659  0.125
32 C 1.166 2.152 -1.075  -0.148
33 C -0.165 1.809 -0.735  0.153
34 C -1.390 2.506 -0.943  -0.158
35 C -2.570 1.872 -0.443  0.013
36 C -3.824 2.442 -0.569  -0.032
37 C -3.986 3.680 -1.209  0.050
38 C -2.841 4.299 -1.702  -0.214
39 F -2.990 5.513 -2.336  0.053
40 C -1.562 3.768 -1.591  0.089
41 C 1.587 3.312 -1.796  0.077
42 H 4.990 2.824 -1.838  0.149
43 H 1.906 0.329 -0.138  0.130
44 H -0.253 0.847 -0.220  0.140
45 H -2.441 0.908 0.052  0.129
46 H -4.693 1.923 -0.166  0.123
47 H -4.963 4.142 -1.318  0.134
48 H -0.724 4.322 -1.994  0.102
49 H 0.868 4.030 -2.165  0.099

Properties
Highest occupied orbital energy ... -0.207 Ha
Gap between HOMO and LUMO ... 1.501 eV
Strongest force on any atom ... 2.9 eV/Å
E ... -1376.09900 a.u.
ΔE to the lowest compared entry with this formula, charge and spin ... 21.6 kcal/mol

---

This record from the OMol25 dataset describes an isolated molecule of C6H9N in a non-equilibrium geometry. The level of theory is the ωB97M-V functional and the def2-TZVPD basis.

Each line ends with the Löwdin charge.
CARTESIAN COORDINATES (ANGSTROEM)
1 C -0.766 0.757 -2.054  -0.060
2 C -0.108 0.290 -0.760  -0.417
3 C -0.614 0.753 0.537  -0.118
4 C 0.041 -0.152 1.423  -0.395
5 C 0.910 0.044 2.452  0.027
6 C 0.062 -1.415 0.700  -0.009
7 N -0.112 -1.184 -0.564  0.082
8 H -1.734 0.289 -2.295  0.083
9 H -0.960 1.834 -2.003  0.079
10 H -0.081 0.564 -2.879  0.064
11 H -0.726 1.812 0.752  0.086
12 H 1.146 0.330 -0.736  0.191
13 H 1.443 -0.767 2.928  0.034
14 H 1.106 1.063 2.771  0.048
15 H 0.389 -2.387 1.056  0.143
16 H 0.003 -1.831 -1.327  0.161

Properties
Highest occupied orbital energy (spin up / spin down) ... -0.219 / -0.223 Ha
Gap between HOMO and LUMO (spin up / spin down) ... 6.047 / 6.209 eV
Strongest force on any atom ... 2.5 eV/Å
E ... -288.62850 a.u.
ΔE to the lowest compared entry with this formula, charge and spin ... 96.3 kcal/mol

---

This record from the OMol25 dataset describes a structure of composition C7H14N2O3 in a non-equilibrium geometry. The level of theory is the ωB97M-V functional and the def2-TZVPD basis.

Each line ends with the Löwdin charge.
CARTESIAN COORDINATES (ANGSTROEM)
1 C 1.502 -0.331 2.801  -0.152
2 C 1.111 -0.903 1.448  -0.481
3 C -0.190 -0.614 -0.663  -0.194
4 C 0.913 -0.717 -1.789  -0.436
5 C -1.268 0.223 -1.090  -0.541
6 C -0.818 1.621 -1.350  -0.067
7 C -2.266 -0.450 -2.055  -0.058
8 H 0.305 1.709 2.729  0.176
9 H 2.095 1.684 3.434  0.079
10 H 0.250 -0.771 3.853  0.214
11 H 2.686 -0.944 3.248  0.198
12 H 0.319 0.956 1.030  0.063
13 H -0.603 -1.627 -0.551  0.151
14 H -1.841 0.156 -0.196  0.109
15 H -0.641 2.314 -0.330  0.125
16 H -1.821 2.246 -1.490  0.111
17 H -0.073 1.903 -2.071  0.066
18 H -3.276 0.079 -1.548  0.135
19 H -2.021 -0.260 -3.227  0.129
20 H -2.318 -1.551 -1.798  0.079
21 H 1.778 -2.313 -0.550  0.227
22 N 1.526 1.365 2.526  -0.103
23 N 0.094 -0.040 0.813  0.107
24 O 1.658 -1.967 1.064  -0.014
25 O 0.890 -0.351 -2.938  0.120
26 O 2.010 -1.420 -1.301  -0.042

Properties
Highest occupied orbital energy ... -0.364 Ha
Gap between HOMO and LUMO ... 9.447 eV
Strongest force on any atom ... 6.7 eV/Å
E ... -610.04724 a.u.
ΔE to the lowest compared entry with this formula, charge and spin ... 224.8 kcal/mol

---

This record from the OMol25 dataset describes a cluster of 2 separate species, C9H14O in total in a non-equilibrium geometry. The level of theory is the ωB97M-V functional and the def2-TZVPD basis.

Each line ends with the Löwdin spin population.
CARTESIAN COORDINATES (ANGSTROEM)
1 C -0.436 -2.424 0.810  0.041
2 C -2.681 0.801 -0.754  0.165
3 C -1.292 0.905 -0.740  0.055
4 C -3.398 -0.174 0.071  0.222
5 C -0.567 -0.113 -0.168  0.193
6 C -2.672 -1.252 0.587  0.032
7 C -1.285 -1.259 0.508  0.168
8 H -3.303 1.528 -1.278  0.010
9 H -0.871 1.870 -0.870  -0.002
10 H -4.469 0.013 -0.102  0.017
11 H 0.507 -0.166 -0.116  0.028
12 H -3.124 -2.068 0.998  -0.004
13 H -0.833 -3.320 1.101  0.000
14 H 0.341 -2.245 1.617  0.014
15 H 0.085 -2.779 -0.131  0.017
16 C 3.038 1.140 0.403  0.008
17 C 2.134 1.780 -0.634  0.008
18 O 3.594 -0.085 -0.024  0.009
19 H 3.845 1.739 0.724  0.001
20 H 2.399 0.704 1.298  0.006
21 H 1.303 1.993 0.070  0.006
22 H 3.341 -0.338 -0.955  0.003
23 H 1.659 1.212 -1.283  0.002
24 H 2.684 2.538 -1.130  0.000

Properties
Highest occupied orbital energy (spin up / spin down) ... 0.024 / -0.113 Ha
Total charge ... -1
Gap between HOMO and LUMO (spin up / spin down) ... 2.854 / 6.528 eV
Strongest force on any atom ... 5.6 eV/Å
E ... -426.43631 a.u.
ΔE to the lowest compared entry with this formula, charge and spin ... 55.2 kcal/mol
2S+1 ... 2